Here is an isolated molecule of C5H11NO in a non-equilibrium geometry from the OMol25 dataset. Energies are from ωB97M-V with the def2-TZVPD basis set.

Calculated values
Maximum force (Eh/bohr): 0.0277
Highest occupied orbital energy (hartree): -0.320
E_tot (eV): -8900.1773
Lowest unoccupied orbital energy (Ha): 0.039
Molecular weight (g/mol): 101.15
Orbital gap (eV): 9.75

The geometry in XYZ format:
```
18
Properties=species:S:1:pos:R:3:nbo_charge:R:1
O -1.9842 -1.6512 1.1237 -0.53
N 0.3956 -0.1062 -0.2226 -0.64
C 2.8081 0.1187 0.4949 -0.61
C -0.8869 0.5650 -0.4029 -0.21
C 1.4698 0.7728 0.2497 -0.21
C -1.8930 -0.4241 -0.9583 -0.53
C -2.5429 -1.2098 0.1607 0.46
H -1.3831 -1.0593 -1.6770 0.25
H 3.4286 0.9037 0.9273 0.21
H 0.2814 -0.8743 0.4380 0.37
H -0.7250 1.3765 -1.1135 0.20
H -1.2043 0.9647 0.5727 0.17
H 1.5038 1.6501 -0.4027 0.18
H -2.7439 0.1051 -1.3938 0.21
H 2.6334 -0.6551 1.2495 0.20
H 1.1155 1.1740 1.2156 0.15
H -3.6392 -1.2987 0.0487 0.10
H 3.3664 -0.3519 -0.3101 0.21
```

---

Here is C5H10N as an isolated structure in a non-equilibrium geometry from the OMol25 dataset. Energies are from ωB97M-V with the def2-TZVPD basis set.

Calculated values
Maximum force (Eh/bohr): 0.0902
Highest occupied orbital energy (hartree): -0.565
E_tot (eV): -6825.9581
Lowest unoccupied orbital energy (Ha): -0.192
Molecular weight (g/mol): 84.14
Net charge: +1
Orbital gap (eV): 10.15

The geometry in XYZ format:
```
16
Properties=species:S:1:pos:R:3:nbo_charge:R:1
N 1.4228 0.1911 0.8257 -0.41
C -0.9943 0.2956 -1.7955 -0.61
C -0.6611 0.3861 2.2125 -0.67
C 0.1407 0.1961 0.8924 0.38
C -0.2187 -0.3270 -0.5934 -0.25
C 1.8524 -0.2597 -0.3429 0.04
H -1.6559 0.7617 1.9859 0.25
H -0.1059 1.0979 2.8846 0.28
H 2.2957 0.4021 -1.1262 0.26
H -1.8573 0.6962 -1.1387 0.26
H -0.7438 -1.2370 -0.2944 0.26
H 2.1790 -1.2796 -0.2399 0.25
H 0.7677 -0.5808 -1.0816 0.20
H -1.4051 -0.5861 -2.3814 0.25
H -0.5840 -0.6290 2.6579 0.27
H -0.4322 0.8724 -2.4651 0.24
```

---

Here is C29H45MnPS4 as an isolated structure in a non-equilibrium geometry from the OMol25 dataset. Energies are from ωB97M-V with the def2-TZVPD basis set.

Calculated values
Maximum force (Eh/bohr): 0.0327
Highest occupied orbital energy (spin up / spin down) (hartree): -0.234 / -0.237
E_tot (eV): -114753.7403
Lowest unoccupied orbital energy (spin up / spin down) (Ha): 0.001 / -0.004
Molecular weight (g/mol): 607.86
Multiplicity: 2
Orbital gap (spin up / spin down) (eV): 6.41 / 6.35

The geometry in XYZ format:
```
80
Properties=species:S:1:pos:R:3:lowdin_charge:R:1
Mn 0.4636 -0.7914 -0.3689 0.06
S 2.7495 -1.1107 0.1326 0.00
S 0.8450 0.9966 -1.8221 0.09
S 2.8125 1.4441 -1.9325 -0.07
S 3.8266 -0.3338 -1.3851 -0.10
P -0.7232 -0.7090 1.6956 1.14
C -2.2565 1.2223 3.2211 -0.08
C -2.4202 -1.2728 1.2273 -0.28
C -3.3753 -1.5389 2.2129 -0.10
C -0.9317 -1.9497 4.3883 -0.08
C -2.7101 2.5550 -1.3775 -0.08
C -1.2128 -0.4426 -3.9951 -0.22
C -3.9825 -2.1357 -0.3932 -0.06
C -0.9459 -3.5681 -1.9325 -0.35
C 1.3095 -1.6873 3.3414 -0.11
C -0.8846 -1.6690 -3.4571 0.00
C -0.3966 1.3090 -5.6195 -0.06
C -0.1829 -1.9345 3.0532 -0.65
C -2.3193 0.1089 -1.9072 -0.15
C -2.1475 -0.3751 -6.2906 -0.06
C -1.9576 -1.1531 -1.3433 -0.14
C -0.8724 1.9949 1.3055 -0.11
C -4.6524 1.0139 -1.7007 -0.04
C -4.8922 -2.4390 0.6015 -0.05
C -0.2872 -3.3274 2.4194 -0.10
C -1.2686 -2.0791 -2.1776 -0.14
C -0.9405 1.0083 2.4780 -0.65
C -1.9485 0.4245 -3.1996 -0.03
C -2.7433 -1.5524 -0.1128 -0.20
C 0.2390 1.3202 3.4026 -0.09
C -4.5979 -2.1110 1.9152 -0.06
C 0.5330 -3.7190 -1.5659 -0.07
C -0.8980 -0.1243 -5.4354 -0.37
C -3.2083 1.1138 -1.1865 -0.36
C -1.8016 -4.3159 -0.9173 -0.05
H -2.9889 0.1989 -5.8974 0.08
H -3.2157 0.8837 -0.1207 0.11
H -5.3149 -2.2949 2.7048 0.11
H 0.8270 -4.7690 -1.5321 0.09
H -1.4703 -5.3540 -0.8577 0.09
H -0.8450 3.0222 1.6774 0.10
H -2.2617 1.3762 -3.6100 0.12
H -3.0256 2.9519 -2.3435 0.08
H -1.2139 2.0271 -5.5263 0.08
H 0.2097 2.3819 3.6571 0.09
H -3.1639 -1.2716 3.2355 0.08
H -5.0918 0.0425 -1.4853 0.06
H -1.6216 2.6083 -1.3292 0.05
H 1.8794 -1.5209 2.4264 -0.02
H -1.7401 1.8937 0.6558 0.04
H 0.0410 1.4338 -6.6105 0.08
H -2.8515 -4.3073 -1.2022 0.08
H 0.1969 0.7607 4.3364 0.07
H -2.4206 -1.4314 -6.2805 0.08
H -4.2286 -2.3527 -1.4258 0.13
H -2.3164 2.2738 3.5129 0.09
H -5.8348 -2.9088 0.3509 0.11
H 1.1915 1.1189 2.9090 0.09
H -1.9757 -0.0705 -7.3241 0.08
H -4.6709 1.1704 -2.7807 0.08
H -3.1198 1.0003 2.5947 0.07
H -1.0321 -0.9588 4.8300 0.06
H 1.7206 -2.5707 3.8358 0.09
H -5.2732 1.7766 -1.2266 0.09
H -1.7120 -3.8683 0.0660 0.05
H 0.3654 1.5537 -4.8782 0.07
H -1.3256 -3.6154 2.2520 0.07
H 1.4705 -0.8441 4.0079 0.06
H -3.1340 3.2015 -0.6077 0.09
H 0.0202 1.8315 0.7018 0.03
H 0.2603 -3.3537 1.4744 0.06
H 0.1681 -4.0637 3.0851 0.09
H 1.1766 -3.2019 -2.2775 0.08
H -0.3406 -2.3759 -4.0754 0.13
H -1.9147 -2.4099 4.3063 0.07
H -0.3509 -2.5616 5.0827 0.09
H 0.7192 -3.3014 -0.5691 0.03
H -0.1111 -0.8099 -5.7602 0.14
H -1.0986 -4.0566 -2.8983 0.13
H -2.3171 0.6269 4.1331 0.07
```

---

Here is an isolated molecule of C6H10 from the OMol25 dataset. Energies are from ωB97M-V with the def2-TZVPD basis set.

Calculated values
Maximum force (Eh/bohr): 0.0064
Highest occupied orbital energy (hartree): -0.321
E_tot (eV): -6382.2796
Lowest unoccupied orbital energy (Ha): 0.047
Molecular weight (g/mol): 82.15
Orbital gap (eV): 10.01

The geometry in XYZ format:
```
16
Properties=species:S:1:pos:R:3:nbo_charge:R:1
C 0.9197 0.0432 0.9750 -0.20
C 0.0990 -0.2549 -1.9425 -0.42
C 0.5964 -0.5740 2.3009 -0.64
C -1.2407 -0.0697 -1.2995 -0.40
C 0.1461 0.9449 0.3753 -0.18
C -0.1448 0.9566 -1.0828 -0.27
H 0.1316 -0.0752 -3.0127 0.22
H 0.1797 -1.5645 2.0629 0.21
H 0.7417 -1.0626 -1.6031 0.22
H -0.1952 -0.0303 2.8276 0.21
H -1.4297 -0.6761 -0.4151 0.21
H -0.6108 1.4792 0.9550 0.19
H 1.4556 -0.7323 2.9580 0.21
H -0.2222 1.9081 -1.6067 0.22
H -2.1207 0.1631 -1.8855 0.21
H 1.6944 -0.4555 0.3933 0.19
```

---

Here is a 2-piece molecular cluster, C7H8 overall in a non-equilibrium geometry from the OMol25 dataset. Energies are from ωB97M-V with the def2-TZVPD basis set.

Calculated values
Maximum force (Eh/bohr): 0.0716
Highest occupied orbital energy (hartree): -0.306
E_tot (eV): -7381.9468
Lowest unoccupied orbital energy (Ha): 0.001
Molecular weight (g/mol): 92.14
Orbital gap (eV): 8.34

The geometry in XYZ format:
```
15
Properties=species:S:1:pos:R:3:nbo_charge:R:1
C -1.3422 0.4248 -0.1443 -0.47
C -3.0410 -0.7419 1.5788 -0.22
C 1.9611 -1.2124 1.2704 -0.45
C 1.3763 -0.3197 0.5374 -0.01
C 0.8219 0.3506 -0.3867 0.09
C 1.0881 1.0846 -1.6615 -0.67
C -2.3796 -0.1334 0.7719 -0.04
H 2.6021 -1.0527 2.0962 0.22
H 1.5093 2.0357 -1.5291 0.23
H -3.5620 -1.3824 2.1653 0.22
H 1.9575 -2.2072 0.8139 0.22
H -1.5180 0.1102 -1.1454 0.20
H 0.1547 1.0496 -2.1125 0.23
H -1.3904 1.5806 -0.0247 0.22
H 1.7623 0.4136 -2.2296 0.23
```

---

Here is C38H47N5OTi as an isolated structure in a non-equilibrium geometry from the OMol25 dataset. Energies are from ωB97M-V with the def2-TZVPD basis set.

Calculated values
Maximum force (Eh/bohr): 0.0579
Highest occupied orbital energy (spin up / spin down) (hartree): 0.025 / 0.020
E_tot (eV): -72778.1534
Lowest unoccupied orbital energy (spin up / spin down) (Ha): 0.142 / 0.141
Molecular weight (g/mol): 637.70
Multiplicity: 3
Net charge: -2
Orbital gap (spin up / spin down) (eV): 3.17 / 3.29

The geometry in XYZ format:
```
92
Properties=species:S:1:pos:R:3:lowdin_charge:R:1
Ti 0.5959 -0.0483 0.6253 0.93
O -2.2963 -5.6945 1.2884 0.01
N -0.1534 -1.6691 1.6171 -0.10
N 1.6805 1.3515 2.4305 0.01
N 3.3279 1.7275 0.9948 -0.03
N -4.3991 0.1186 3.0647 0.03
N -3.8421 -4.1166 1.8227 -0.05
C 2.2719 2.5548 2.7729 -0.15
C -5.4803 -3.2861 3.5248 -0.08
C -3.2018 1.1133 1.3690 -0.05
C 5.6819 -0.0375 -1.2522 -0.01
C 1.8885 -0.1318 -2.2208 -0.07
C -1.3917 -3.6693 2.0846 -0.15
C -3.1767 0.5629 2.6378 -0.43
C 0.6062 -0.2480 -1.4744 -0.41
C -1.9858 0.3425 3.4164 -0.09
C 5.6646 2.2746 -1.8520 -0.02
C -4.5343 -0.2469 4.3212 -0.26
C -5.8235 -4.2370 0.3281 -0.08
C 0.9045 -3.4910 2.7348 -0.11
C 4.0441 3.8966 -0.8657 -0.05
C -1.3384 -2.3471 1.6626 -0.08
C -2.5447 -4.5677 1.7232 -0.40
C -2.1287 -0.2102 4.6752 -0.14
C 0.2553 -2.8327 -1.7113 -0.03
C -1.6753 0.3358 -1.2457 -0.30
C 4.7411 0.1933 -0.2456 -0.19
C -0.2007 -1.4633 -1.3522 -0.26
C 6.1958 0.9980 -2.0365 -0.28
C 3.2914 2.7838 1.8924 -0.10
C 4.2828 1.5059 -0.0273 -0.13
C -0.3000 0.8768 -1.1744 -0.37
C -0.2417 -4.2624 2.6264 -0.09
C 2.3013 0.8299 1.3414 -0.30
C 7.2731 0.7466 -3.0433 -0.07
C 4.6895 2.5459 -0.8856 -0.20
C -4.9200 -4.9658 1.2982 -0.22
C -0.0298 2.3007 -1.5140 -0.09
C -2.7212 -2.0200 -1.1831 -0.07
C 4.1993 -0.9376 0.5675 -0.07
C -1.5525 -1.1044 -1.1952 -0.24
C -2.8189 1.0653 -1.4688 -0.05
C 0.9565 -2.2161 2.1830 -0.18
C -3.4195 -0.5028 5.1448 -0.18
C -4.2484 -3.0027 2.6677 -0.21
H 1.0397 2.5410 -1.4632 0.04
H 1.3372 -2.8561 -1.8787 0.07
H -5.5039 -5.3126 2.1602 0.10
H 4.5368 4.5019 -1.6393 0.07
H 2.9639 3.8734 -1.0980 0.09
H 1.7992 -3.8783 3.2093 0.08
H -2.7948 2.1347 -1.2771 0.03
H 6.0207 -1.0624 -1.4127 0.12
H -2.4370 -3.0249 -0.8359 0.07
H -6.3908 -3.2885 2.9179 0.06
H 4.8538 -1.8079 0.4464 0.08
H 1.7065 -0.1675 -3.3084 0.08
H 7.2382 1.4880 -3.8411 0.07
H -3.7746 0.5518 -1.5446 0.03
H 2.5763 -0.9460 -1.9750 0.06
H 1.8502 -1.5833 2.2420 0.07
H 0.0015 -3.5866 -0.9489 0.08
H 4.1406 -0.7077 1.6395 0.09
H -2.2263 -1.7910 1.3557 0.10
H -0.2357 -3.1361 -2.6499 0.08
H -2.3630 1.7013 1.0431 0.01
H -6.4158 -3.4592 0.8215 0.06
H -0.3693 2.5441 -2.5357 0.07
H -3.3987 -2.7263 3.3066 0.12
H -1.2540 -0.4019 5.3062 0.09
H 4.1799 4.4276 0.0844 0.06
H 8.2790 0.7908 -2.6133 0.07
H -0.2753 -5.3055 2.9333 0.09
H 7.1682 -0.2408 -3.4945 0.07
H -3.5991 -0.9859 6.0947 0.05
H -0.5715 2.9705 -0.8327 0.07
H -4.4536 -5.8277 0.8149 0.11
H 4.0011 3.5846 1.8592 0.09
H -4.4502 -2.1157 2.0448 0.11
H 6.0082 3.0978 -2.4785 0.11
H -5.2373 -3.7792 -0.4779 0.07
H -3.2001 -2.1377 -2.1716 0.08
H 1.9954 3.2024 3.5863 0.09
H -3.4998 -1.6372 -0.5042 0.07
H -5.5625 -0.3936 4.6868 0.08
H 2.3921 0.8171 -2.0137 0.06
H 3.2015 -1.2666 0.2108 0.06
H -1.0335 0.7251 3.0213 0.07
H -4.0279 0.9244 0.7131 0.01
H -6.5106 -4.9596 -0.1237 0.07
H -5.3771 -4.2400 4.0526 0.07
H -5.5780 -2.4952 4.2724 0.04
```